No. 1
Density functional theory data (ωB97M-V with the def2-TZVPD basis set) for one molecule with the formula C8H10N2O2 at a distorted geometry.

Positions of all 22 atoms, in Å:
C (-3.6592, -0.3008, -0.0437)
C (-2.3976, 0.0053, -0.7105)
C (-1.2147, -0.2656, 0.2469)
C (0.1417, 0.0454, -0.3850)
C (1.2589, -0.0404, 0.5095)
C (1.9679, 0.1660, 1.5915)
C (2.8027, 0.0892, 0.2759)
C (3.4793, -1.1003, -0.1114)
N (3.8107, -2.1679, -0.3017)
N (3.3696, 1.3625, -0.1337)
O (3.0276, 2.3437, 0.4745)
O (4.1987, 1.3060, -1.0162)
H (-3.9059, 0.5396, 0.4751)
H (-3.7421, -1.1897, 0.6036)
H (-4.2964, -0.6254, -0.8390)
H (-2.2036, -0.6506, -1.5540)
H (-2.5563, 0.9365, -1.2283)
H (-1.4180, -1.3686, 0.4010)
H (-1.3939, 0.3796, 1.1539)
H (0.3179, -0.6415, -1.2699)
H (0.1955, 1.0520, -0.7849)
H (2.2172, 0.1252, 2.6465)

Forces on the atoms, in the same order (eV/Å):
C -0.622 -3.166 -0.743
C 2.119 -1.077 -0.729
C -1.179 0.790 -0.248
C -0.931 -1.481 -1.182
C 3.183 1.208 1.742
C 0.178 -1.307 -2.141
C -2.643 -0.182 2.124
C -0.466 1.237 0.259
N 0.826 -1.755 -0.470
N 0.753 -0.339 -0.279
O -0.272 0.661 0.016
O 0.077 0.294 -0.258
H -1.633 2.124 1.473
H 0.823 0.352 0.157
H -1.368 0.662 -0.343
H -0.163 -0.497 -0.252
H 0.712 1.005 0.341
H 0.988 1.247 0.606
H 0.420 -1.035 -0.488
H -0.136 0.683 0.920
H -0.296 0.361 -0.169
H -0.371 0.215 -0.336

For the total energy, the calculation gives -15526.9455 eV. Its multiplicity is 1. The HOMO energy comes out at -0.3947 Ha. The energy above the lowest of the compared OMol25 structures with the same formula, charge and spin is 681.49 kJ/mol. The HOMO-LUMO gap comes out at 10.871 eV.

No. 2
Density functional theory data (ωB97M-V with the def2-TZVPD basis set) for an isolated ion of composition C8H10N2O2P and charge +1 at a distorted geometry.

Positions of all 23 atoms, in Å:
C (-2.8892, 0.6130, -0.2611)
C (-2.0474, 1.5819, -0.6634)
C (-2.5186, -0.6776, 0.0246)
C (-0.7021, 1.2257, -0.6509)
C (-1.1283, -1.0400, 0.0043)
C (-0.2513, -0.0400, -0.3471)
C (1.8628, 0.7943, 0.2138)
C (-0.7341, -2.5034, 0.2988)
N (1.1885, -0.1688, -0.3731)
N (1.3932, 1.6874, 1.0868)
O (5.6433, -0.0511, -0.0142)
O (3.2634, 0.5698, 0.1521)
P (4.3601, -0.6673, -0.2418)
H (-3.9878, 0.7856, -0.3401)
H (-2.4413, 2.5330, -0.7757)
H (-3.2401, -1.4210, 0.2368)
H (0.0431, 1.9810, -0.9086)
H (-0.5118, -2.5991, 1.4249)
H (-1.6699, -3.1597, 0.0375)
H (0.1417, -2.9904, -0.1918)
H (1.5211, -0.8313, -1.1176)
H (0.4950, 2.1039, 0.9472)
H (2.2096, 2.2741, 1.4588)

Forces on the atoms, in the same order (eV/Å):
C -3.133 1.348 -1.165
C -3.290 -1.305 1.094
C -0.875 -0.621 0.406
C 3.740 1.670 -0.810
C 4.014 -1.765 -0.457
C -0.261 -1.322 0.470
C 3.881 -3.124 0.381
C -1.419 -0.506 0.804
N -1.952 -0.572 -1.047
N 3.868 0.542 -0.201
O 0.435 0.048 0.025
O -2.828 2.148 0.563
P -0.562 -0.081 0.005
H 0.958 0.115 0.437
H -0.221 1.762 -0.590
H -0.562 -0.578 0.195
H -0.318 -0.253 -0.330
H -0.614 0.029 -1.459
H 1.806 1.104 0.690
H -0.551 0.940 0.015
H 0.309 1.240 1.345
H -0.554 0.096 0.094
H -1.872 -0.914 -0.465

For the total energy, the calculation gives -24811.4056 eV. Its multiplicity is 3. The HOMO energy (spin up / spin down) comes out at -0.3268 / -0.4913 Ha. The energy above the lowest of the compared OMol25 structures with the same formula, charge and spin is 0.00 kJ/mol. The HOMO-LUMO gap (spin up / spin down) comes out at 4.288 / 6.758 eV. The expectation value of S² is 2.035. As for the charge: +1.

No. 3
Density functional theory data (ωB97M-V with the def2-TZVPD basis set) for a 2-piece molecular cluster, C8H10N2O3 overall at a distorted geometry.

Positions of all 23 atoms, in Å:
C (3.7610, 1.5162, 0.4498)
C (3.2572, 0.3219, 0.8452)
C (2.9168, 2.4458, -0.0485)
C (1.9095, -0.1041, 0.5496)
C (1.6169, 2.0885, -0.3180)
C (1.0561, 0.8428, -0.0206)
C (-3.4011, -2.7836, -0.8011)
C (-2.5566, -2.6347, 0.4157)
N (-0.3146, 0.4649, -0.1000)
N (-1.1943, 1.3539, -0.3071)
O (-1.0921, 2.5011, -0.6823)
O (-2.4559, 0.9047, -0.3352)
O (-2.3693, -1.5092, 0.8666)
H (4.7067, 1.8512, 0.8138)
H (3.9175, -0.4053, 1.5308)
H (3.3008, 3.4467, -0.4733)
H (1.6903, -1.1525, 0.7466)
H (0.9056, 2.7960, -0.8065)
H (-3.3079, -1.8472, -1.2540)
H (-3.2021, -3.6176, -1.3913)
H (-4.5193, -2.8722, -0.7647)
H (-2.2666, -3.6216, 0.9124)
H (-2.3585, 0.0143, 0.1719)

Forces on the atoms, in the same order (eV/Å):
C 1.065 0.370 1.858
C -0.729 -4.211 1.680
C -0.990 2.402 -2.913
C 3.163 -0.145 0.597
C -1.339 2.416 -1.171
C -3.024 -1.321 0.350
C -1.549 0.281 0.673
C -1.611 0.209 0.980
N 7.660 -3.548 0.686
N -4.178 2.670 0.599
O 1.036 3.541 -1.545
O -1.055 -3.023 0.977
O 0.562 -2.150 0.129
H 0.834 -0.181 -0.179
H -1.486 1.604 -1.958
H -0.706 -1.612 1.093
H -0.540 0.482 0.114
H 1.105 -0.522 0.570
H 0.400 1.275 -1.558
H 1.097 -1.252 -1.224
H 0.771 0.062 1.289
H 0.326 1.367 -0.115
H -0.810 1.284 -0.932

For the total energy, the calculation gives -17572.4447 eV. Its multiplicity is 3. The HOMO energy (spin up / spin down) comes out at -0.2141 / -0.3444 Ha. The energy above the lowest of the compared OMol25 structures with the same formula, charge and spin is 243.60 kJ/mol. The HOMO-LUMO gap (spin up / spin down) comes out at 6.139 / 6.962 eV. The expectation value of S² is 2.038.

No. 4
Density functional theory data (ωB97M-V with the def2-TZVPD basis set) for one molecule with the formula C8H10N2O3S at a distorted geometry.

Positions of all 24 atoms, in Å:
C (-3.7077, -0.0159, -0.7059)
C (-2.6046, 0.5741, -1.3948)
C (-3.5526, -0.4314, 0.5982)
C (-1.4482, 0.8104, -0.6614)
C (-2.3677, -0.1292, 1.3282)
C (-1.3362, 0.5538, 0.6510)
C (2.6368, -0.8519, -0.3911)
C (-0.1499, 0.9346, 1.3652)
N (3.4779, 0.0153, -1.0068)
N (3.0342, -2.1675, -0.1562)
O (2.4984, 1.0629, 1.4258)
O (1.4153, -0.4681, -0.2901)
O (1.4931, 1.9332, -0.5528)
S (1.3174, 1.1499, 0.6356)
H (-4.5593, -0.2504, -1.2163)
H (-2.8090, 1.0114, -2.2759)
H (-4.3124, -0.9993, 1.1877)
H (-0.6749, 1.1964, -1.2366)
H (-2.2788, -0.4279, 2.2936)
H (-0.0014, 0.7589, 2.3365)
H (3.0852, 0.9741, -1.1903)
H (4.5526, -0.0567, -1.0169)
H (3.9661, -2.3411, 0.1162)
H (2.3260, -2.8357, 0.1571)

Forces on the atoms, in the same order (eV/Å):
C 2.977 0.381 0.220
C -1.314 -1.544 5.014
C 0.843 -0.260 2.131
C -1.910 -0.050 -2.993
C -1.216 0.937 -4.271
C -0.113 -0.800 2.398
C 0.387 -0.420 -1.837
C 2.051 1.142 -3.426
N 2.039 0.260 0.258
N -1.978 1.643 -0.108
O 0.312 -0.185 1.453
O 1.273 -2.459 0.147
O -0.678 0.780 -0.609
S -1.987 0.713 0.558
H -2.296 -0.361 -1.284
H -0.071 1.009 -3.362
H 0.376 0.582 -0.935
H 1.519 1.019 -0.473
H 0.331 -0.700 2.764
H 0.420 -0.805 3.627
H 0.396 -1.295 0.469
H -2.700 -0.161 0.167
H 0.934 -0.174 0.094
H 0.404 0.747 -0.005

For the total energy, the calculation gives -28413.5389 eV. Its multiplicity is 1. The HOMO energy comes out at -0.2670 Ha. The energy above the lowest of the compared OMol25 structures with the same formula, charge and spin is 238.00 kJ/mol. The HOMO-LUMO gap comes out at 7.533 eV.

No. 5
Density functional theory data (ωB97M-V with the def2-TZVPD basis set) for C8H10N2O7P2PtS2 as an isolated structure at a distorted geometry.

Positions of all 32 atoms, in Å:
Pt (-0.3735, -0.3611, 0.5414)
O (-0.0935, -4.0097, -1.2027)
P (0.1226, -2.5374, -0.6767)
O (0.0486, -2.4060, 0.8560)
O (-0.8880, -1.5975, -1.2951)
O (1.6027, -2.2201, -1.1542)
P (2.4958, -0.8416, -0.8169)
O (2.8268, -1.0668, 0.7578)
O (3.7154, -0.9129, -1.6270)
O (1.5162, 0.2961, -0.8704)
H (0.5272, -4.6456, -0.8290)
H (3.5781, -1.6644, 0.8409)
C (0.4507, -1.3674, 3.7798)
C (-0.2172, -0.0559, 3.5732)
N (-0.5516, 0.4299, 2.4020)
C (-1.0995, 1.6989, 2.4776)
C (-1.2268, 2.1695, 3.7377)
S (-0.6178, 1.0139, 4.8436)
C (-1.3629, 2.2914, 1.1769)
C (-1.7714, 3.5214, 0.7992)
S (-1.7519, 3.6265, -0.9082)
C (-1.1981, 2.0201, -1.0539)
N (-1.0644, 1.4470, 0.1224)
C (-0.8737, 1.3965, -2.3599)
H (0.1900, -2.0395, 2.9659)
H (0.1664, -1.8047, 4.7354)
H (1.5335, -1.2305, 3.7628)
H (-1.6190, 3.1174, 4.0630)
H (-2.0492, 4.3555, 1.4198)
H (-1.3549, 1.9346, -3.1745)
H (-1.1741, 0.3510, -2.3589)
H (0.2104, 1.4103, -2.4869)

Forces on the atoms, in the same order (eV/Å):
Pt -1.764 -0.309 0.489
O -0.279 -0.007 0.263
P 0.912 -0.004 -0.526
O 0.089 0.233 -0.196
O 0.375 0.260 0.440
O -0.257 -0.340 0.147
P -0.004 0.452 -0.112
O -0.089 -0.088 0.001
O 0.012 -0.121 -0.031
O 0.393 -0.269 -0.144
H 0.066 0.000 -0.070
H 0.070 0.056 -0.034
C -0.015 0.034 0.042
C -0.105 -0.006 -0.175
N 0.430 -0.309 0.168
C -0.012 0.020 -0.047
C 0.042 -0.025 -0.001
S -0.010 0.029 0.088
C -0.030 -0.088 0.045
C 0.013 0.030 0.002
S -0.078 0.099 -0.033
C 0.014 -0.145 0.178
N 0.258 0.522 -0.494
C 0.015 0.042 -0.008
H -0.004 -0.029 -0.005
H 0.009 0.021 0.010
H 0.002 0.007 -0.030
H -0.009 0.006 -0.008
H -0.009 -0.006 0.010
H -0.011 0.002 0.009
H -0.025 -0.031 -0.004
H 0.002 -0.037 0.026

For the total energy, the calculation gives -69273.2551 eV. Its multiplicity is 1. The HOMO energy comes out at -0.3008 Ha. The HOMO-LUMO gap comes out at 7.715 eV.

> Number 4 is which compound?

C8H10N2O3S